This record from the Open Molecules 2025 dataset describes an isolated molecule of CH4N2O2 at a distorted geometry. The level of theory is ωB97M-V/def2-TZVPD.

Computed properties:
- DFT total energy (eV) = -8171.2067
- net charge = 0
- HOMO-LUMO gap (eV) = 9.5
- max |F| (eV/A) = 5.7
- 2S+1 = 1
- highest occupied orbital energy (eV) = -9.328
- LUMO (Ha) = 0.007

Geometry (Å):
1 O 1.13033 0.82976 1.58182
2 N 0.73119 -0.43611 1.53187
3 C 0.13146 -0.77734 0.46033
4 N -0.78686 -0.14368 -0.51121
5 O -0.08830 0.85216 -1.37692
6 H 1.15506 0.82064 0.48618
7 H -0.25012 -1.88088 0.28407
8 H -1.19895 -0.89890 -1.13688
9 H -0.82381 1.63433 -1.31925

This record from the Open Molecules 2025 dataset describes a cluster of 2 separate species, C9H14 in total at a distorted geometry. The level of theory is ωB97M-V/def2-TZVPD.

Computed properties:
- expectation value of S² = 0.766
- DFT total energy (eV) = -9550.1184
- net charge = +1
- HOMO-LUMO gap (spin up / spin down) (eV) = 10.0 / 5.8
- max |F| (eV/A) = 5.6
- 2S+1 = 2
- highest occupied orbital energy (spin up / spin down) (eV) = -14.233 / -14.233
- LUMO (spin up / spin down) (Ha) = -0.154 / -0.311

Geometry (Å):
1 C 0.82098 1.84217 -3.98284
2 C 1.45457 2.41887 -2.69728
3 H 1.42263 0.92162 -4.20265
4 H -0.28858 1.57215 -3.64756
5 H 0.96063 2.51976 -4.71921
6 H 1.75984 1.59780 -1.96404
7 H 0.66802 3.09932 -2.18931
8 H 2.35008 3.00567 -2.92478
9 C -2.68959 -1.27538 1.02968
10 C -0.37774 -1.97496 1.54274
11 C -1.27749 -0.96415 1.15515
12 C 0.96309 -1.59063 1.70575
13 C -0.81087 0.33964 0.90703
14 C 1.37504 -0.37329 1.27663
15 C 0.48744 0.61652 0.86004
16 H -0.80213 -2.89182 1.78961
17 H 1.66672 -2.30826 2.10217
18 H -3.29528 -0.94657 1.88212
19 H -2.89026 -2.38098 1.01531
20 H -1.51151 1.00380 0.38456
21 H 2.41249 -0.02465 1.19309
22 H 1.05358 1.45458 0.35066
23 H -3.17885 -0.85511 0.14863

This record from the Open Molecules 2025 dataset describes a cluster of 3 separate species, C11H25N4PSi in total at a distorted geometry. The level of theory is ωB97M-V/def2-TZVPD.

Computed properties:
- DFT total energy (eV) = -34937.1278
- net charge = 0
- HOMO-LUMO gap (eV) = 8.6
- max |F| (eV/A) = 2.1
- 2S+1 = 1
- highest occupied orbital energy (eV) = -8.492
- LUMO (Ha) = 0.006

Geometry (Å):
1 H 1.03125 2.36715 -2.99437
2 N 0.76523 1.66526 -3.67860
3 C 1.08137 0.52241 -3.28766
4 C 0.79314 -0.64365 -4.14318
5 C 1.78599 0.28912 -1.97331
6 Si 3.60225 -0.13749 -2.31864
7 P 4.84501 -0.48799 -0.49429
8 N 6.30107 -0.95866 -0.96634
9 H -0.18546 -1.04017 -3.91446
10 H 1.54214 -1.40287 -3.97759
11 H 0.79703 -0.33252 -5.17307
12 H 1.75634 1.17906 -1.36454
13 H 1.28431 -0.49339 -1.41722
14 H 4.18646 0.99408 -3.06416
15 H 3.74971 -1.35750 -3.13476
16 H 4.96969 0.69142 0.27565
17 H 4.24409 -1.44923 0.35701
18 H 6.34128 -1.00906 -1.97613
19 C -1.05526 1.99939 1.46601
20 C -0.19278 0.97551 2.19387
21 C 0.93686 1.61757 3.00594
22 C 1.84037 2.37506 2.13538
23 N 2.54681 2.95257 1.45072
24 H -0.47533 2.56513 0.73465
25 H -1.86354 1.50341 0.92904
26 H -1.50244 2.70251 2.16966
27 H 0.23271 0.27706 1.46873
28 H -0.82098 0.39287 2.86937
29 H 1.51803 0.85453 3.52300
30 H 0.53042 2.29545 3.75682
31 C -3.79238 -2.90120 1.65123
32 C -4.83334 -1.93929 1.08958
33 C -4.32454 -0.49674 0.99874
34 C -3.96137 0.01528 2.32297
35 N -3.69444 0.39298 3.35983
36 H -3.51657 -2.63746 2.67304
37 H -4.18315 -3.91811 1.66988
38 H -2.88658 -2.89930 1.04148
39 H -5.72852 -1.96969 1.71272
40 H -5.12775 -2.26672 0.09121
41 H -5.09060 0.15438 0.57843
42 H -3.44653 -0.44114 0.35335

This record from the Open Molecules 2025 dataset describes a cluster of 2 separate species, C2H8N3O in total. The level of theory is ωB97M-V/def2-TZVPD.

Computed properties:
- DFT total energy (eV) = -8722.0025
- net charge = -1
- HOMO-LUMO gap (eV) = 8.2
- max |F| (eV/A) = 1.0
- 2S+1 = 1
- highest occupied orbital energy (eV) = -3.866
- LUMO (Ha) = 0.160

Geometry (Å):
1 N 2.71635 1.17844 -0.68623
2 C 1.50634 1.12317 0.18447
3 O 1.20518 -0.12325 0.62104
4 H 3.46877 0.90700 -0.05926
5 H 2.63537 0.39198 -1.32334
6 H 1.71026 1.84874 1.00056
7 H 0.66046 1.55823 -0.38435
8 N -1.03957 -0.85185 -0.30873
9 C -2.22623 -0.91627 0.30939
10 N -3.33157 -1.31843 -0.23241
11 H -0.96534 -1.38571 -1.16148
12 H -0.06778 -0.57497 0.24522
13 H -2.17877 -0.60608 1.36449
14 H -4.09348 -1.23100 0.43062

This record from the Open Molecules 2025 dataset describes a structure of composition C3H3FHoO at a distorted geometry. The level of theory is ωB97M-V/def2-TZVPD.

Computed properties:
- expectation value of S² = 6.005
- DFT total energy (eV) = -33711.3741
- net charge = +1
- HOMO-LUMO gap (spin up / spin down) (eV) = 5.4 / 5.2
- max |F| (eV/A) = 2.7
- 2S+1 = 5
- highest occupied orbital energy (spin up / spin down) (eV) = -12.308 / -12.300
- LUMO (spin up / spin down) (Ha) = -0.253 / -0.261

Geometry (Å):
1 F 0.04527 4.50438 0.36218
2 O -1.14737 -0.56619 -0.50954
3 C 0.73718 -0.55634 0.28490
4 C -0.32757 -1.60004 0.09530
5 C -0.13241 0.37497 -0.18211
6 H -0.12595 -2.40734 -0.62599
7 H -0.80394 -2.02162 0.99416
8 Ho -0.07879 2.83146 -0.81765
9 H 1.83357 -0.55928 0.39874

This record from the Open Molecules 2025 dataset describes an isolated molecule of C6H8OS at a distorted geometry. The level of theory is ωB97M-V/def2-TZVPD.

Computed properties:
- DFT total energy (eV) = -19230.6206
- net charge = 0
- HOMO-LUMO gap (eV) = 9.8
- max |F| (eV/A) = 6.4
- 2S+1 = 1
- highest occupied orbital energy (eV) = -8.965
- LUMO (Ha) = 0.029

Geometry (Å):
1 C 2.15736 0.17831 -0.25827
2 C 0.86746 0.08198 -0.28063
3 C 0.25612 -1.27178 -0.05982
4 C -1.25976 -1.12278 -0.02324
5 O -1.53463 -0.29588 1.16564
6 C -1.11690 1.06143 0.78149
7 C -0.31912 1.14255 -0.59653
8 S -1.60448 -0.02940 -1.36250
9 H 2.86916 -0.85575 -0.42847
10 H 2.70443 1.08105 -0.51819
11 H 0.69484 -1.87232 0.84458
12 H 0.72569 -1.87550 -0.89062
13 H -1.81567 -2.01660 0.26954
14 H -0.55486 1.79675 1.59269
15 H -1.93929 1.81803 0.57395
16 H -0.13036 2.17993 -0.80962

This record from the Open Molecules 2025 dataset describes an isolated molecule of C6H13NO at a distorted geometry. The level of theory is ωB97M-V/def2-TZVPD.

Computed properties:
- DFT total energy (eV) = -9970.4181
- net charge = 0
- HOMO-LUMO gap (eV) = 9.6
- max |F| (eV/A) = 1.7
- 2S+1 = 1
- highest occupied orbital energy (eV) = -8.726
- LUMO (Ha) = 0.030

Geometry (Å):
1 C 0.15715 -2.41558 0.54341
2 C 0.90052 -1.11310 1.11415
3 C 1.04364 -0.03784 0.08223
4 O 2.08207 0.22624 -0.46523
5 C -0.27049 0.78230 -0.30614
6 C -0.04850 2.16919 0.31123
7 C -0.32133 0.86780 -1.83144
8 N -1.52137 0.25540 0.16972
9 H 0.64590 -2.71122 -0.38395
10 H -0.90910 -2.30793 0.37469
11 H 0.27795 -3.21054 1.27329
12 H 0.33291 -0.75520 1.97374
13 H 1.89653 -1.42680 1.43148
14 H -0.03104 2.10560 1.39799
15 H -0.86312 2.82651 0.01734
16 H 0.89519 2.58467 -0.03141
17 H 0.63809 1.20046 -2.21568
18 H -1.09707 1.56594 -2.13426
19 H -0.54680 -0.10833 -2.25682
20 H -1.71809 -0.65636 -0.24148
21 H -1.54303 0.15880 1.17713

This record from the Open Molecules 2025 dataset describes a structure of composition C40H41Cl3IN6O4SSeTc. The level of theory is ωB97M-V/def2-TZVPD.

Computed properties:
- expectation value of S² = 3.776
- DFT total energy (eV) = -183319.9425
- net charge = +1
- HOMO-LUMO gap (spin up / spin down) (eV) = 8.1 / 6.1
- max |F| (eV/A) = 0.6
- 2S+1 = 4
- highest occupied orbital energy (spin up / spin down) (eV) = -10.615 / -10.614
- LUMO (spin up / spin down) (Ha) = -0.093 / -0.166

Geometry (Å):
1 Tc 0.01221 0.06800 0.03086
2 O -0.10753 -0.20494 2.06639
3 S 1.15039 0.02639 2.97734
4 C 0.44715 0.14539 4.58869
5 C -0.74012 -0.50505 4.90114
6 C -1.22447 -0.39294 6.19229
7 C -0.52881 0.35344 7.13930
8 C 0.65040 1.00062 6.80459
9 C 1.14613 0.90861 5.51025
10 C 1.91106 -1.57939 3.05758
11 C 1.16961 -2.73167 2.84047
12 C 1.82117 -3.95407 2.90171
13 C 3.18506 -4.00976 3.17009
14 C 3.90709 -2.84401 3.38594
15 C 3.27144 -1.61165 3.32361
16 H -1.27850 -1.06705 4.15013
17 H -2.14728 -0.88789 6.46310
18 H -0.91904 0.43858 8.14469
19 H 1.17875 1.58831 7.54235
20 H 2.05691 1.42300 5.22912
21 H 0.10945 -2.67470 2.62631
22 H 1.26001 -4.86655 2.74519
23 H 3.68603 -4.96763 3.21295
24 H 4.96640 -2.89136 3.59932
25 H 3.82600 -0.69344 3.48026
26 C -3.26452 1.83894 -7.15147
27 C -1.75810 1.74489 -7.41944
28 C -1.47916 0.48579 -8.25383
29 C -1.33702 2.95048 -8.27083
30 C -0.92717 1.72146 -6.08617
31 O 0.46449 1.75970 -6.36640
32 C -1.36509 2.87278 -5.16004
33 C -0.39206 3.39293 -4.09737
34 C 0.89961 3.96494 -4.62845
35 C 0.88775 5.06648 -5.47834
36 C 2.06884 5.62717 -5.95015
37 C 3.27843 5.08183 -5.55591
38 Cl 4.76378 5.78244 -6.12673
39 C 3.32054 3.98905 -4.70542
40 C 2.13056 3.44174 -4.25004
41 C -1.11366 0.34893 -5.43320
42 N -0.40384 0.17288 -4.15677
43 C -0.86440 0.37368 -2.93811
44 N 0.11041 0.12582 -2.06009
45 C 1.16844 -0.25312 -2.84404
46 N 0.89377 -0.23404 -4.11900
47 H -3.80045 1.77546 -8.10006
48 H -3.54715 2.78197 -6.68248
49 H -3.63462 1.02374 -6.52506
50 H -1.81259 0.64672 -9.27984
51 H -2.01711 -0.38836 -7.88035
52 H -0.41296 0.25642 -8.28286
53 H -1.95965 2.98672 -9.16594
54 H -0.30348 2.86549 -8.61255
55 H -1.45678 3.90815 -7.76279
56 H 0.69307 2.60484 -6.76900
57 H -2.30107 2.58093 -4.67278
58 H -1.62169 3.73340 -5.77809
59 H -0.15746 2.65529 -3.33224
60 H -0.92261 4.19322 -3.57426
61 H -0.05743 5.51030 -5.77441
62 H 2.05359 6.48494 -6.60865
63 H 4.27433 3.57276 -4.41057
64 H 2.16480 2.58183 -3.58898
65 H -0.71274 -0.41373 -6.09204
66 H -2.16389 0.14519 -5.23552
67 H -1.86668 0.68756 -2.69876
68 H 2.12736 -0.53580 -2.44978
69 Cl 4.08690 -2.52368 -0.52203
70 C 4.34955 -0.76914 -0.37541
71 Cl 4.69179 -0.05284 -1.96821
72 C 3.18382 -0.01946 0.27775
73 O 3.44578 0.96516 0.91282
74 O 2.00124 -0.54416 0.08637
75 H 5.23556 -0.61987 0.22888
76 Se 0.53385 2.38694 0.41950
77 C -0.14698 3.80672 -0.66110
78 C 0.75756 4.63983 -1.29806
79 C 0.27425 5.75898 -1.96618
80 C -1.08795 6.02432 -1.99169
81 C -1.97971 5.16866 -1.35600
82 C -1.51374 4.04863 -0.67814
83 H 1.81837 4.43336 -1.27110
84 H 0.97011 6.41948 -2.46775
85 H -1.45736 6.90476 -2.50125
86 H -3.04250 5.37240 -1.37877
87 H -2.20306 3.38071 -0.17797
88 N -3.12407 0.40968 -0.41766
89 C -1.98983 0.35203 -0.20190
90 I -2.36000 -5.71486 -0.59542
91 C -1.09346 -4.11928 -0.43340
92 C 0.28924 -4.13735 -0.47612
93 N 0.70976 -2.87888 -0.34290
94 N -0.32673 -2.03357 -0.20884
95 C -1.43308 -2.77710 -0.26841
96 H 0.98366 -4.95320 -0.59157
97 H 1.65211 -2.49587 -0.28497
98 H -2.40284 -2.31087 -0.19675

This record from the Open Molecules 2025 dataset describes a cluster of 2 separate species, C11H13N2O2S2 in total at a distorted geometry. The level of theory is ωB97M-V/def2-TZVPD.

Computed properties:
- DFT total energy (eV) = -40361.8071
- net charge = -1
- HOMO-LUMO gap (eV) = 5.5
- max |F| (eV/A) = 3.2
- 2S+1 = 1
- highest occupied orbital energy (eV) = -3.274
- LUMO (Ha) = 0.081

Geometry (Å):
1 C 2.73692 -1.33295 -0.32956
2 N 1.79214 -1.50612 0.75535
3 C 2.20829 -0.92608 2.01609
4 C 0.51707 -1.96420 0.53215
5 S 0.12637 -2.69831 -0.93331
6 S -0.72205 -1.72919 1.65680
7 H 2.34942 -1.80730 -1.23835
8 H 2.92379 -0.26790 -0.52933
9 H 3.69816 -1.79014 -0.06459
10 H 1.43259 -1.07517 2.77020
11 H 3.14267 -1.39571 2.34598
12 H 2.41965 0.14452 1.90887
13 C -2.13101 -0.11596 -0.43939
14 C -3.05032 0.26420 0.49777
15 N -4.06174 -0.63893 0.82924
16 O -4.80459 -0.48052 1.83351
17 O -4.17190 -1.63233 0.05746
18 C -1.06323 0.72895 -0.94771
19 C -0.42474 0.41693 -2.16903
20 C 0.62735 1.18181 -2.65111
21 C 1.09407 2.27568 -1.90398
22 C 0.47312 2.60798 -0.69384
23 C -0.61023 1.86066 -0.23046
24 H -2.22730 -1.10419 -0.90525
25 H -3.01353 1.21797 1.03198
26 H -0.76054 -0.47409 -2.70034
27 H 1.08469 0.93698 -3.61134
28 H 1.91744 2.88776 -2.27560
29 H 0.80877 3.46476 -0.10329
30 H -1.10510 2.10480 0.71123

Look up the DFT total energy of the first one.
-8171.2067 eV

Look up the DFT total energy of the seventh one.
-9970.4181 eV

What is the formula in the second record?
C9H14